Record 1
# CHNO2PS

A structure of composition CHNO2PS (ωB97M-V with the def2-TZVPD basis set, the OMol25 dataset).

```
7
CHNO2PS, DFT ωB97M-V with the def2-TZVPD basis set
S 0.83533 -2.19249 -0.10854
H -0.31900 0.73329 1.67534
O 0.53393 0.36828 1.40803
C 0.45559 0.57275 -1.26581
P 0.00312 -0.44875 0.11842
O -2.16406 -0.10925 0.45186
N 0.65509 1.07616 -2.27931
```

## Properties
HOMO-LUMO gap = 0.30292 Eh
HOMO = -0.173 hartree
Calculated total energy = -983.49211 hartree
Net charge = -1
E_LUMO = 3.5 eV

---

Record 2
# CHNO2S

The molecule CHNO2S (ωB97M-V with the def2-TZVPD basis set, the OMol25 dataset).

```
6
CHNO2S, DFT ωB97M-V with the def2-TZVPD basis set
H 0.36767 1.58921 -0.05965
C -0.28074 -0.31128 -0.82385
S -0.52201 -0.32281 1.05934
O 0.89220 -0.73475 1.71572
O -0.27233 -1.01817 -1.76711
N -0.18478 0.79780 -0.12446
```

## Properties
HOMO-LUMO gap = 0.34388 Eh
HOMO = -0.341 hartree
Calculated total energy = -642.03231 hartree
Net charge = 0
E_LUMO = 0.1 eV

---

Record 3
# CHNO3

A cluster of 3 separate species, CHNO3 in total (ωB97M-V with the def2-TZVPD basis set, the OMol25 dataset).

```
6
CHNO3, DFT ωB97M-V with the def2-TZVPD basis set
N -0.55240 -0.15532 -0.79588
H -0.04433 1.33842 -0.63723
O 0.87995 -1.53774 0.89460
O -1.72988 -0.13231 -0.96863
O 0.69539 0.84393 0.69392
C 0.75126 -0.35699 0.81323
```

## Properties
HOMO-LUMO gap (alpha / beta) = 0.30269 / 0.30269 Eh
HOMO (alpha / beta) = -0.325 / -0.325 hartree
Calculated total energy = -319.00812 hartree
Net charge = 0
E_LUMO (alpha / beta) = -0.6 / -0.6 eV

---

Record 4
# CHNO3P

A structure of composition CHNO3P (ωB97M-V with the def2-TZVPD basis set, the OMol25 dataset).

```
7
CHNO3P, DFT ωB97M-V with the def2-TZVPD basis set
N -1.83882 -0.78323 0.00336
O 2.21556 0.81171 -0.24733
C 1.77556 -0.24727 -0.04207
H -2.64770 -0.14688 -0.01432
O -0.82734 1.62136 0.10104
P -0.54615 0.15385 0.08940
O 1.86889 -1.40954 0.10992
```

## Properties
HOMO-LUMO gap = 0.31248 Eh
HOMO = -0.164 hartree
Calculated total energy = -660.63908 hartree
Net charge = -1
E_LUMO = 4.0 eV

---

Record 5
# CHNO3S

The molecule CHNO3S (ωB97M-V with the def2-TZVPD basis set, the OMol25 dataset).

```
7
CHNO3S, DFT ωB97M-V with the def2-TZVPD basis set
H -2.31422 0.37563 -0.12340
O -1.64688 -0.32675 -0.08998
O 2.08403 -0.35595 0.81978
C -0.41044 0.16306 -0.10691
S -0.01843 1.66994 0.35928
N 1.83994 -0.81946 -0.22910
O 0.46601 -0.70647 -0.62966
```

## Properties
HOMO-LUMO gap = 0.31046 Eh
HOMO = -0.346 hartree
Calculated total energy = -717.25860 hartree
Net charge = 0
E_LUMO = -1.0 eV

---

Record 6
# CHNO5S3

A cluster of 2 separate species, CHNO5S3 in total (ωB97M-V with the def2-TZVPD basis set, the OMol25 dataset).

```
11
CHNO5S3, DFT ωB97M-V with the def2-TZVPD basis set
S 0.08498 -2.00770 -3.07282
N -0.07086 -0.45350 -3.15172
H -0.57361 0.10778 1.54877
O 3.07448 0.10373 -2.84513
O 4.29210 -0.78778 -1.10993
O 1.18532 1.84875 0.11697
O -0.72882 1.47866 -1.44262
S -0.28040 0.97024 -3.10553
C 3.71442 -0.30473 -1.95092
O -0.87971 0.33124 0.69712
S -0.26838 1.85544 0.06162
```

## Properties
HOMO-LUMO gap = 0.26603 Eh
HOMO = -0.325 hartree
Calculated total energy = -1664.15235 hartree
Net charge = 0
E_LUMO = -1.6 eV

---

Record 7
# CHNOS

The molecule CHNOS (ωB97M-V with the def2-TZVPD basis set, the OMol25 dataset).

```
5
CHNOS, DFT ωB97M-V with the def2-TZVPD basis set
O -1.00604 1.45464 0.16831
H 1.49638 -0.28514 0.14013
N 0.66366 -0.31261 -0.44333
S -0.72576 -1.28933 0.15419
C -0.42823 0.43244 -0.01930
```

## Properties
HOMO-LUMO gap = 0.34702 Eh
HOMO = -0.349 hartree
Calculated total energy = -566.82968 hartree
Net charge = 0
E_LUMO = -0.1 eV

---

Record 8
# CHNOS2

A cluster of 2 separate species, CHNOS2 in total (ωB97M-V with the def2-TZVPD basis set, the OMol25 dataset).

```
6
CHNOS2, DFT ωB97M-V with the def2-TZVPD basis set
H 0.87190 -0.33396 -0.37328
O -0.88844 2.06898 0.87804
S 2.28744 -1.94982 0.14025
N 0.88660 -1.23105 0.02023
C -1.30852 1.29033 0.16141
S -1.84898 0.15552 -0.82665
```

## Properties
HOMO-LUMO gap (alpha / beta) = 0.27298 / 0.27306 Eh
HOMO (alpha / beta) = -0.324 / -0.324 hartree
Calculated total energy = -965.01726 hartree
Net charge = 0
E_LUMO (alpha / beta) = -1.4 / -1.4 eV

---

Record 9
# CHNP2S2

The molecule CHNP2S2 (ωB97M-V with the def2-TZVPD basis set, the OMol25 dataset).

```
7
CHNP2S2, DFT ωB97M-V with the def2-TZVPD basis set
S 0.62760 2.44853 -0.43374
P 0.55622 0.87429 0.68618
H -2.05290 0.28760 -0.01293
C -0.38184 -0.60838 -0.05337
S 2.25383 -0.41329 0.19071
P 0.78149 -1.87824 -0.40994
N -1.78440 -0.71050 0.03309
```

## Properties
HOMO-LUMO gap (alpha / beta) = 0.20829 / 0.25795 Eh
HOMO (alpha / beta) = -0.315 / -0.334 hartree
Calculated total energy = -1572.47330 hartree
Net charge = 0
E_LUMO (alpha / beta) = -2.9 / -2.1 eV

---

Record 10
# CHNS

The molecule CHNS (ωB97M-V with the def2-TZVPD basis set, the OMol25 dataset).

```
4
CHNS, DFT ωB97M-V with the def2-TZVPD basis set
C 0.20713 -0.87623 -0.35305
H -0.28784 1.53071 1.17037
N 0.52741 -1.88247 -0.69339
S -0.44670 1.22799 -0.12394
```

## Properties
HOMO-LUMO gap = 0.33574 Eh
HOMO = -0.406 hartree
Calculated total energy = -491.54687 hartree
Net charge = 0
E_LUMO = -1.9 eV

---

Record 11
# CHO3P3

The molecule CHO3P3 (ωB97M-V with the def2-TZVPD basis set, the OMol25 dataset).

```
8
CHO3P3, DFT ωB97M-V with the def2-TZVPD basis set
C -0.08850 0.22580 -0.06976
P -1.03458 1.68836 -0.39874
O -0.58062 -2.31007 -0.04975
O -2.10357 1.71187 0.62083
P -0.46942 -1.34161 -1.06375
O 2.49337 -0.34591 0.37820
H -0.06470 -0.27863 1.00659
P 1.84802 0.65018 -0.42362
```

## Properties
HOMO-LUMO gap (alpha / beta) = 0.21130 / 0.22693 Eh
HOMO (alpha / beta) = -0.279 / -0.363 hartree
Calculated total energy = -1288.36344 hartree
Net charge = 0
Spin multiplicity = 3
Expectation value of S² = 2.027
E_LUMO (alpha / beta) = -1.8 / -3.7 eV

---

Record 12
# CHO3PS2

A cluster of 2 separate species, CHO3PS2 in total (ωB97M-V with the def2-TZVPD basis set, the OMol25 dataset).

```
8
CHO3PS2, DFT ωB97M-V with the def2-TZVPD basis set
O 1.85398 -0.85872 -0.43911
S 1.50368 2.08276 0.73975
O -1.02968 1.57524 -0.15383
C 0.08985 1.30226 0.20954
H -1.81112 -0.60803 -1.05381
P 0.57168 -0.57331 0.21542
S 0.44767 -1.49185 1.95247
O -1.62606 -1.42834 -1.47044
```

## Properties
HOMO-LUMO gap (alpha / beta) = 0.22606 / 0.22604 Eh
HOMO (alpha / beta) = -0.019 / -0.019 hartree
Calculated total energy = -1402.15490 hartree
Net charge = -2
E_LUMO (alpha / beta) = 5.6 / 5.6 eV